Version i
Here is a structure of composition H5NO2SSi from the OMol25 dataset. Energies are from ωB97M-V/def2-TZVPD.

Calculated values
HOMO energy, Ha: -0.3799
HOMO-LUMO gap, eV: 10.293

Cartesian coordinates (Å):
N 0.3940 0.4279 0.7830
O -2.1616 0.9644 2.1481
O -0.6337 -0.2411 3.6523
Si -0.2612 -0.3968 -0.5696
S -1.2580 -0.1200 2.3317
H 0.9398 1.3408 0.7647
H 0.8177 -0.0242 1.5475
H -1.1772 -1.2124 0.1156
H -0.6299 0.7904 -1.4204
H 0.5146 -1.4243 -1.4789

These are the natural (NBO) partial charges, in e, on atoms 1 to 5: -1.27, -0.88, -0.88, 1.07, 1.67



Version ii
Here is a structure of composition H5NO2SSi from the OMol25 dataset. Energies are from ωB97M-V/def2-TZVPD.

Calculated values
HOMO energy, Ha: -0.3712
HOMO-LUMO gap, eV: 10.313

Cartesian coordinates (Å):
N 0.0487 0.2144 -0.6160
O 1.3867 0.1983 1.9088
O 2.7596 1.3029 0.1975
Si -1.3461 -0.7068 -0.1853
S 2.0358 0.1465 0.6316
H 0.1231 1.1292 -0.0968
H 0.1950 0.3241 -1.5447
H -2.0319 0.1469 0.7082
H -2.4666 -0.7139 -1.2868
H -0.7042 -2.0415 0.2835

These are the natural (NBO) partial charges, in e, on atoms 1 to 5: -1.26, -0.90, -0.89, 1.05, 1.69



Version iii
Here is a cluster of 2 separate species, H5NO2SSi in total from the OMol25 dataset. Energies are from ωB97M-V/def2-TZVPD.

Calculated values
HOMO energy, Ha: -0.3553
HOMO-LUMO gap, eV: 8.276

Cartesian coordinates (Å):
N -0.2444 0.1054 -0.1952
O 3.3760 -0.9493 0.8931
O 2.4883 -0.2371 -1.1896
Si -1.9403 0.2884 0.2015
S 2.9228 0.1821 0.1327
H 0.4337 0.6830 -0.7478
H 0.0281 -0.8899 0.0089
H -2.8202 -0.1772 -0.9172
H -1.9168 -0.7084 1.2564
H -2.3271 1.7031 0.5571

These are the natural (NBO) partial charges, in e, on atoms 1 to 5: -1.33, -0.82, -0.83, 1.09, 1.65



Relative energies, in hartree, with the most stable structure set to zero: version i 0.0163; version ii 0.0099; version iii 0.0000.



Version i
Here is a cluster of 3 separate species, CHCl3FOP in total from the OMol25 dataset. Energies are from ωB97M-V/def2-TZVPD.

Calculated values
HOMO energy (alpha / beta), Ha: -0.3071 / -0.3524
HOMO-LUMO gap (alpha / beta), eV: 6.634 / 8.450

Cartesian coordinates (Å):
C -0.8995 1.5736 -1.0118
O -1.1361 2.4289 -1.8031
F 0.4030 -2.3668 0.0241
P -0.2855 -0.9146 0.2199
Cl -1.6571 1.5870 0.5023
Cl 2.5340 0.1232 0.9718
Cl -1.9732 -1.4908 -0.7109
H 3.0143 -0.9405 1.8076

These are the natural (NBO) partial charges, in e, on atoms 1 to 5: 0.39, -0.46, -0.61, 0.95, 0.01



Version ii
Here is an isolated molecule of CHCl3FOP from the OMol25 dataset. Energies are from ωB97M-V/def2-TZVPD.

Calculated values
HOMO energy, Ha: -0.4241
SMILES: O=P(Cl)(Cl)[C@@H](F)Cl
HOMO-LUMO gap, eV: 11.364

Cartesian coordinates (Å):
C 0.0990 -0.5444 -0.1625
O -0.2347 -1.9756 -2.7364
F -1.1134 -0.6160 0.5300
P -0.1186 -0.7016 -2.0422
Cl 1.2921 -2.0644 0.1605
Cl 1.4980 0.4664 -2.4650
Cl -1.8139 0.3771 -2.2840
H 0.5198 0.3898 -0.1012

These are the natural (NBO) partial charges, in e, on atoms 1 to 5: -0.03, -1.00, -0.32, 1.71, -0.07



Relative energies, in hartree, with the most stable structure set to zero: version i 0.1081; version ii 0.0000.



Version i
Here is an isolated molecule of CH3NSi from the OMol25 dataset. Energies are from ωB97M-V/def2-TZVPD.

Calculated values
HOMO energy, Ha: -0.4342
SMILES: N#C[SiH3]
HOMO-LUMO gap, eV: 12.344

Cartesian coordinates (Å):
C 0.1019 -0.3382 1.2184
N 0.0041 -0.3786 2.3772
Si -0.1043 0.1578 -0.6389
H 0.0806 1.7130 -0.4009
H 0.9915 -0.5147 -1.2103
H -1.0738 -0.6393 -1.3455

These are the natural (NBO) partial charges, in e, on atoms 1 to 5: -0.11, -0.31, 0.78, -0.08, -0.16



Version ii
Here is an isolated molecule of CH3NSi from the OMol25 dataset. Energies are from ωB97M-V/def2-TZVPD.

Calculated values
HOMO energy, Ha: -0.4315
SMILES: N#C[SiH3]
HOMO-LUMO gap, eV: 12.322

Cartesian coordinates (Å):
C 0.3211 -1.2012 0.0369
N 0.6166 -2.3414 0.2032
Si -0.1662 0.5618 -0.1102
H 0.9988 1.2154 -0.9477
H -1.7222 0.5733 -0.5153
H -0.0481 1.1921 1.3332

These are the natural (NBO) partial charges, in e, on atoms 1 to 5: -0.16, -0.27, 0.73, -0.10, -0.09



Relative energies, in hartree, with the most stable structure set to zero: version i 0.0067; version ii 0.0000.



Version i
Here is a cluster of 13 separate species, C5H33NO14 in total from the OMol25 dataset. Energies are from ωB97M-V/def2-TZVPD.

Calculated values
HOMO energy, Ha: -0.3655
HOMO-LUMO gap, eV: 9.723

Cartesian coordinates (Å):
O 1.1523 0.5808 -0.5773
C 0.0489 0.8427 -0.0766
N -0.6854 -0.0748 0.5738
C -2.1244 0.2712 0.9153
C -2.2372 0.9404 2.2648
C -2.0136 -0.2043 3.3019
O -2.2540 -1.3760 3.2271
C -2.7404 1.1104 -0.2605
H -0.2824 1.8896 -0.1762
H -0.4317 -1.0424 0.5471
H -2.5900 -0.7222 0.8922
H -1.5039 1.6010 2.6880
H -3.2373 1.2852 2.4971
H -1.6538 0.2751 4.2305
H -2.0282 1.6798 -0.8499
H -3.4955 0.5663 -0.8776
H -3.3208 1.8381 0.3090
H -1.9869 -2.4680 1.5346
H -1.3730 -3.4429 0.5127
O -2.1614 -2.9086 0.6934
H 2.1654 -1.5559 2.0024
H 2.2244 -0.5730 0.8439
O 1.5936 -1.0487 1.4099
H 4.5061 -0.2729 0.4357
H 4.1431 0.9650 1.0357
O 4.3296 0.0575 1.3269
H 1.0646 -3.0675 -0.7091
H 0.8191 -2.4180 0.7013
O 0.6134 -3.1875 0.1479
H 0.8934 3.4178 -2.8152
H 1.1799 2.2663 -2.1489
O 1.4549 3.1906 -2.0144
H 0.1589 4.5832 0.3523
H 1.0046 3.6764 -0.4025
O 0.4958 3.6808 0.4427
H -0.9282 -1.9837 -2.4874
H -1.4284 -1.5099 -3.9682
O -0.7109 -1.5262 -3.3287
H -2.5501 -3.1871 -1.1338
H -3.1270 -2.2782 -2.0892
O -2.4407 -2.9655 -2.0850
H 3.0015 1.1611 -1.5738
H 3.0334 2.2799 -0.7585
O 3.5856 1.4879 -0.8771
H -1.0699 2.6439 -3.0488
H -0.6133 1.2531 -3.5759
O -0.3300 2.1674 -3.4468
H 0.7696 0.3628 2.5087
H 0.5589 1.7811 2.1396
O 0.5822 1.2236 2.9275
H 2.2881 -1.5488 -2.1144
H 0.9602 -2.2692 -2.4731
O 1.8369 -2.4035 -2.0882

These are the natural (NBO) partial charges, in e, on atoms 1 to 5: -0.73, 0.50, -0.62, -0.06, -0.55



Version ii
Here is a cluster of 13 separate species, C5H33NO14 in total from the OMol25 dataset. Energies are from ωB97M-V/def2-TZVPD.

Calculated values
HOMO energy, Ha: -0.3491
HOMO-LUMO gap, eV: 9.348

Cartesian coordinates (Å):
N 0.0361 -0.5241 -0.6536
C 0.0118 -1.7301 -1.5361
C -0.1073 -1.2889 -3.0465
C -0.1227 0.3161 -2.9126
C -0.0543 0.7488 -1.3878
C 1.2707 1.3869 -1.0143
O 2.1617 0.6587 -0.2730
O 1.6162 2.4868 -1.4690
H -0.7507 -0.5447 -0.0480
H 1.0694 -2.1694 -1.3671
H -0.6886 -2.4893 -1.1895
H -1.0317 -1.7505 -3.4738
H 0.6848 -1.7554 -3.6432
H 0.8733 0.6567 -3.3375
H -0.7107 0.7621 -3.6749
H -0.9340 1.4537 -1.0975
H -1.2752 -0.6384 4.7180
H 1.6099 -0.2303 0.0759
H 2.3775 0.2558 2.2028
O 2.5782 -0.7323 2.2656
H -1.5698 3.2207 -1.2351
H -2.3982 2.5540 -2.2873
O -2.5051 3.1133 -1.5708
H -3.8800 1.2884 2.4198
H -4.0968 0.2101 1.3275
O -3.5754 0.4595 2.0424
H 2.1743 4.1002 0.4014
H 2.0942 2.6943 0.7368
O 2.1635 3.5575 1.1185
H -0.6669 2.0347 1.0309
H -0.6059 3.4659 1.1482
O -0.3791 2.8727 0.4051
H 3.2846 -1.7924 -0.9267
H 4.0383 -2.1592 0.3460
O 3.6514 -2.5019 -0.4640
H -2.7441 -1.1906 2.7333
H -1.2701 -2.0917 2.7167
O -1.9365 -1.4783 2.2659
H 0.4413 -3.4212 2.5425
H 1.1911 -2.1971 2.2525
O 0.8345 -2.6991 3.0212
H 1.4105 -3.5237 0.3056
H 0.8612 -4.9126 0.5202
O 0.5547 -4.0799 0.2232
H -2.6703 -0.6694 0.4779
H -2.9413 0.5277 -0.3767
O -2.6892 -0.3423 -0.4333
H 0.8129 2.9362 -4.2722
H 0.2443 3.2862 -2.7863
O 0.0156 2.9795 -3.7648
H 2.8348 -0.9348 3.2226
H -0.5924 -0.1771 3.3762
O -0.7005 -0.0016 4.3450

These are the natural (NBO) partial charges, in e, on atoms 1 to 5: -0.68, -0.21, -0.43, -0.42, -0.20



Relative energies, in hartree, with the most stable structure set to zero: version i 0.0000; version ii 0.0635.



Version i
Here is a structure of composition C23H21CsN6O11 from the OMol25 dataset. Energies are from ωB97M-V/def2-TZVPD.

Calculated values
HOMO energy, Ha: -0.1093
HOMO-LUMO gap, eV: 6.709
Net charge: -2

Cartesian coordinates (Å):
Cs -0.1506 -0.0517 -0.7827
O 1.1551 1.5208 4.9783
C 0.5032 1.0641 4.0392
N 0.6202 -0.1032 3.3803
C 1.4235 -1.0779 3.8662
O 1.8189 -1.2580 5.0140
C 1.8332 -2.1175 2.8209
C 2.7223 -3.1174 3.2039
C 3.1198 -4.0538 2.2656
C 2.6091 -3.9707 0.9799
C 1.7167 -2.9485 0.6880
N 1.3409 -2.0360 1.5858
C -0.6109 1.9528 3.4975
C -1.2979 2.7634 4.4006
C -2.3225 3.5641 3.9359
C -2.6156 3.5497 2.5788
C -1.8616 2.7320 1.7516
N -0.8811 1.9452 2.1947
H 3.0750 -3.1235 4.2253
H 3.8197 -4.8378 2.5333
H 2.8898 -4.6725 0.2057
H 1.2947 -2.8568 -0.3074
H -1.0019 2.7405 5.4400
H -2.8862 4.1912 4.6176
H -3.4117 4.1558 2.1647
H -2.0591 2.6936 0.6856
O 1.8061 -1.9666 -2.5633
C 0.6331 -2.1778 -2.9307
O -0.3341 -2.5313 -2.2100
C 0.3131 -1.9041 -4.3934
C 0.4221 -2.8685 -5.3348
C 0.1102 -2.5847 -6.6913
C -0.2968 -1.3341 -7.0706
C -0.4123 -0.3233 -6.1205
C -0.1247 -0.5409 -4.7084
O -0.2271 0.3108 -3.8083
N -0.8229 0.9545 -6.6220
O -0.9263 1.9014 -5.8504
O -1.0512 1.0801 -7.8271
N 0.2226 -3.6127 -7.6872
O 0.5995 -4.7255 -7.3353
O -0.0603 -3.3525 -8.8541
H 0.7446 -3.8650 -5.0674
H -0.5254 -1.1237 -8.1023
C -1.7658 -2.2891 1.6862
O -1.7344 -0.8966 1.9022
H -2.8088 -2.6174 1.7075
H -1.2159 -2.8383 2.4569
H -1.3435 -2.5666 0.7125
H -0.8735 -0.6464 2.3152
C -2.9736 4.0233 -4.4740
N -3.0309 3.5652 -3.1053
C -3.8931 4.2801 -2.1967
C -2.2975 2.5109 -2.6703
O -2.3251 2.1139 -1.5128
H -2.6157 5.0569 -4.5195
H -3.9676 3.9872 -4.9310
H -2.3035 3.3917 -5.0506
H -4.9253 4.2695 -2.5598
H -3.5741 5.3225 -2.0984
H -3.8489 3.7977 -1.2239
H -1.6756 2.0350 -3.4438

These are the natural (NBO) partial charges, in e, on atoms 1 to 5: 0.95, -0.65, 0.62, -0.73, 0.63



Version ii
Here is a structure of composition C23H21CsN6O11 from the OMol25 dataset. Energies are from ωB97M-V/def2-TZVPD.

Calculated values
HOMO energy, Ha: -0.1209
HOMO-LUMO gap, eV: 7.125
Net charge: -2

Cartesian coordinates (Å):
Cs -0.1848 -0.1510 0.6612
O -1.2175 -5.1064 -1.3035
C -0.6451 -4.0714 -0.9686
N -0.4928 -2.9078 -1.6212
C -0.3796 -2.8132 -2.9446
O -0.0299 -3.6553 -3.7763
C -0.6827 -1.4122 -3.4953
C -1.0510 -1.2926 -4.8313
C -1.3712 -0.0437 -5.3304
C -1.2898 1.0584 -4.4910
C -0.8854 0.8467 -3.1831
N -0.5944 -0.3559 -2.6824
C -0.0182 -4.0374 0.4194
C 0.9085 -5.0094 0.7782
C 1.5403 -4.9104 2.0045
C 1.2105 -3.8657 2.8564
C 0.2473 -2.9688 2.4293
N -0.3541 -3.0350 1.2367
H -1.0684 -2.1896 -5.4339
H -1.6765 0.0715 -6.3647
H -1.5117 2.0608 -4.8330
H -0.7777 1.6909 -2.5112
H 1.1249 -5.8045 0.0776
H 2.2975 -5.6316 2.2901
H 1.7045 -3.7189 3.8061
H -0.0484 -2.1362 3.0670
O -0.3070 3.4049 1.8707
C -0.5361 2.3311 2.4654
O -1.3748 1.4484 2.1377
C 0.2984 2.0243 3.6995
C 0.0895 2.7328 4.8459
C 0.8153 2.4161 6.0060
C 1.7406 1.4052 6.0210
C 1.9607 0.6937 4.8561
C 1.3224 0.9971 3.6127
O 1.6106 0.4792 2.4951
N 2.9290 -0.4150 4.9678
O 2.8312 -1.3414 4.1904
O 3.7321 -0.3816 5.8900
N 0.5681 3.1577 7.2402
O -0.2706 4.0465 7.2151
O 1.2092 2.8684 8.2394
H -0.6384 3.5311 4.8714
H 2.2873 1.1614 6.9184
C 3.3543 1.8777 -0.1124
O 3.8827 1.1465 0.9778
H 4.1984 2.2166 -0.7133
H 2.7779 2.7502 0.2097
H 2.7215 1.2637 -0.7623
H 3.1381 0.8465 1.5317
C -1.9083 4.9105 -0.4574
N -1.0298 4.6915 -1.5895
C -1.4434 5.1718 -2.8826
C 0.1593 4.0488 -1.4460
O 0.9215 3.8160 -2.3693
H -2.0396 5.9823 -0.2765
H -1.4942 4.4232 0.4279
H -2.8921 4.4786 -0.6670
H -1.5965 6.2560 -2.8608
H -2.3867 4.7027 -3.1813
H -0.6755 4.9314 -3.6130
H 0.3549 3.7355 -0.4117

These are the Löwdin partial charges, in e, on atoms 1 to 5: 1.35, 0.03, -0.49, 0.14, -0.48



Relative energies, in hartree, with the most stable structure set to zero: version i 0.0000; version ii 0.0280.



Version i
Here is a cluster of 2 separate species, C4H9P in total from the OMol25 dataset. Energies are from ωB97M-V/def2-TZVPD.

Calculated values
HOMO energy, Ha: -0.3149
HOMO-LUMO gap, eV: 9.020

Cartesian coordinates (Å):
C 1.9174 -1.5406 -0.2532
C 0.7979 -0.8953 -0.0502
C -0.3845 1.3485 -1.1292
C -1.1164 0.4455 1.4313
P 0.4023 0.7637 0.4389
H 1.9459 -2.5696 -0.5692
H 2.8764 -1.0647 -0.1109
H -0.6142 -2.0463 -0.3302
H -0.7626 2.3582 -0.9775
H -1.1957 0.6849 -1.4231
H 0.3688 1.3756 -1.9151
H -0.8326 0.0876 2.4194
H -1.7168 -0.3150 0.9290
H -1.6861 1.3675 1.5401

These are the natural (NBO) partial charges, in e, on atoms 1 to 5: -0.44, -0.37, -0.92, -0.92, 0.80



Version ii
Here is an isolated molecule of C4H9P from the OMol25 dataset. Energies are from ωB97M-V/def2-TZVPD.

Calculated values
HOMO energy (alpha / beta), Ha: -0.2861 / -0.2840
SMILES: [H]/P=C(/C)CC
HOMO-LUMO gap (alpha / beta), eV: 7.716 / 7.489

Cartesian coordinates (Å):
C 0.7810 -0.2400 0.1330
C 0.4379 -1.7441 0.3627
C -1.5755 0.7619 0.0665
C -0.1019 0.7571 -0.3221
P 2.6614 0.2249 -0.2177
H 0.0757 -2.0882 -0.5212
H -0.3460 -1.6140 1.0478
H 1.2155 -2.3146 0.8209
H -2.2050 0.0330 -0.4710
H -1.9672 1.6932 -0.2081
H -1.8246 0.6253 1.1343
H -0.0153 0.6015 -1.4531
H 0.4118 1.6833 -0.2202
H 2.4520 1.6209 -0.1518

These are the natural (NBO) partial charges, in e, on atoms 1 to 5: -0.03, -0.68, -0.62, -0.55, 0.15



Relative energies, in hartree, with the most stable structure set to zero: version i 0.0168; version ii 0.0000.